1.
Formula: C4H12NO3
Source: the OMol25 dataset
Level of theory: ωB97M-V/def2-TZVPD

Each line ends with the Mulliken charge.
Positions of all 20 atoms, in Å:
C (0.834350, 1.767502, -0.031851)  -0.717
C (-0.401598, 1.054527, 0.534829)  -0.631
C (-0.645812, -0.515725, 0.224850)  -0.318
C (0.157986, -0.986816, -0.960875)  0.623
O (-0.648107, -1.482193, -1.914414)  -0.474
O (1.408169, -1.015308, -1.031890)  -0.705
N (2.068838, 1.108683, 0.393246)  -0.260
H (0.799571, 1.896423, -1.159886)  0.302
H (0.804207, 2.861873, 0.250209)  0.377
H (-1.310706, 1.620406, 0.209020)  0.379
H (-0.616802, 1.254780, 1.701354)  0.322
H (-1.721719, -0.521282, 0.031425)  0.226
H (-0.504383, -1.143839, 1.103741)  0.337
H (-0.049548, -1.778308, -2.802837)  0.436
H (2.940827, 1.442256, -0.126763)  0.388
H (2.385966, 1.145771, 1.400046)  0.395
H (2.028804, 0.060237, 0.170529)  0.319
H (-2.342126, -0.486059, 2.967108)  0.294
H (-3.142235, -0.682442, 1.845015)  0.267
O (-2.437970, -0.170940, 2.078381)  -0.561

Atoms 1-3, force components in eV/Å:
-1.69 1.83 -0.59
-1.56 0.27 2.22
-0.05 2.13 -0.25

Its HOMO energy is -14.7 eV. As for the orbital gap: 11.53 eV. As for the charge: +1. The value obtained for the total energy is -439.82132 a.u.



2.
Formula: C4H12NO3
Source: the OMol25 dataset
Level of theory: ωB97M-V/def2-TZVPD

Each line ends with the Mulliken charge.
Positions of all 20 atoms, in Å:
O (-0.374736, 2.291951, 0.635249)  -0.472
C (0.629678, 1.643683, -0.016182)  0.005
C (0.329739, 0.248385, -0.376409)  0.403
N (-1.098425, -0.271960, -0.097634)  -0.164
C (-1.049043, -1.785963, 0.044785)  -0.650
C (0.547179, 0.102041, -1.886260)  -1.508
O (1.610710, 2.193673, -0.400735)  -0.486
H (-0.121789, 3.224916, 0.718820)  0.391
H (1.076342, -0.369909, 0.266905)  0.480
H (-1.811616, -0.001380, -0.813690)  0.411
H (-1.365513, 0.127495, 0.818933)  0.381
H (-1.988064, -2.300667, -0.155846)  0.365
H (-0.720589, -2.089083, 1.068358)  0.237
H (-0.285998, -2.062547, -0.644829)  0.300
H (0.733235, -0.874183, -2.068861)  0.508
H (-0.219322, 0.485445, -2.596626)  0.404
H (1.524656, 0.534210, -2.216044)  0.399
H (1.121104, 0.373020, 2.373048)  0.288
H (0.794628, -0.959169, 3.101431)  0.297
O (0.667824, -0.509958, 2.245588)  -0.589

Atoms 1-3, force components in eV/Å:
0.20 -0.66 0.02
-1.33 2.16 -0.03
0.42 -1.60 -0.76

Its HOMO energy is -15.0 eV. As for the orbital gap: 11.85 eV. As for the charge: +1. The value obtained for the total energy is -439.83360 a.u.



3.
Formula: C4H12NOS
Source: the OMol25 dataset
Level of theory: ωB97M-V/def2-TZVPD

Each line ends with the Mulliken charge.
Positions of all 19 atoms, in Å:
C (-0.433092, -1.558705, 0.938000)  -0.967
N (-0.678325, -0.131446, 0.688739)  0.055
C (-2.017810, 0.060026, 0.271117)  -1.139
S (0.441558, 0.719643, -0.077325)  0.866
C (0.554568, 0.410959, -1.973570)  -0.968
C (1.997442, 0.531678, 0.695225)  -0.936
O (-0.027644, 2.469801, -0.016244)  -0.553
H (-1.260556, -1.988537, 1.455087)  0.376
H (-0.206003, -2.146942, 0.099412)  0.394
H (0.414011, -1.569119, 1.707663)  0.304
H (-2.660514, -0.286099, 1.013008)  0.425
H (-2.478625, 1.007341, 0.222900)  0.379
H (-2.259365, -0.368293, -0.686442)  0.442
H (-0.469986, 0.442509, -2.303231)  0.374
H (1.037461, -0.469635, -2.235509)  0.392
H (1.129679, 1.291749, -2.297358)  0.394
H (2.763876, 1.228256, 0.114295)  0.393
H (2.204153, -0.666796, 0.738524)  0.395
H (1.949170, 1.023610, 1.645707)  0.374

Atoms 1-3, force components in eV/Å:
2.46 0.87 2.96
0.66 -0.62 0.21
-1.68 0.66 -1.35

Its HOMO energy is -14.6 eV. As for the orbital gap: 10.78 eV. As for the charge: +1. As for the SMILES: C[N+](C)=S(C)(C)=O. The value obtained for the total energy is -687.34708 a.u.